1.
{
  "formula": "C9H23BN5O4S",
  "method": "ωB97M-V/def2-TZVPD",
  "symbols": ["N", "C", "O", "C", "H", "N", "H", "H", "O", "H", "H", "H", "H", "O", "H", "H", "H", "B", "C", "H", "S", "C", "C", "H", "O", "C", "C", "C", "H", "N", "C", "H", "H", "H", "N", "H", "H", "H", "N", "H", "H", "H", "H"],
  "xyz": [[0.30895, 4.32088, -2.77094], [0.01242, 0.16543, -0.78919], [3.27559, 1.95879, -0.17461], [3.84655, 0.71155, 0.28270], [3.26883, -0.16081, -0.06012], [1.98578, 2.97997, -2.04751], [4.75841, 4.60773, -2.56528], [-4.11317, -4.11529, 4.85174], [3.47984, 1.04565, -2.36192], [-0.78542, -3.34325, 0.58398], [-2.52564, -3.71119, 4.13694], [-4.17449, -2.11801, 3.37742], [3.90613, 0.66711, 1.38003], [-4.06883, -4.10702, 2.78452], [1.56522, 5.45295, -4.13014], [-3.35416, -1.23533, 1.20717], [-1.71978, -4.38328, 1.69621], [2.94676, 1.99136, -1.48894], [0.67918, 3.29239, -1.94485], [0.89831, 1.78112, 0.43821], [4.02195, 4.06419, -3.58451], [-3.15788, -2.27958, 1.47439], [1.42231, 4.66583, -3.38962], [4.88394, 0.65288, -0.08668], [-1.84991, -2.32588, 2.03550], [-1.12318, -3.47228, 1.61827], [-3.42214, -4.32534, 4.02950], [-4.20902, -2.73041, 2.47133], [-0.25009, -3.57416, 2.26225], [-0.19035, 2.70357, -1.15849], [0.00208, 1.63740, -0.19077], [-0.83627, 1.67595, 0.52497], [-3.20882, -2.87658, 0.55869], [-5.19702, -2.60437, 2.01755], [0.00966, 0.08068, -2.24542], [-0.66168, 0.69807, -2.68357], [0.90932, -0.34968, -0.40839], [4.43320, 1.22585, -2.43615], [2.43458, 3.88018, -2.98488], [-0.86404, -0.38755, -0.40811], [-1.13889, 3.05375, -1.24537], [-3.13192, -5.37427, 4.07725], [0.93372, 0.16099, -2.65318]],
  "nbo_charge": [-0.461, -0.237, -0.690, -0.261, 0.199, -0.464, 0.144, 0.173, -0.906, 0.162, 0.175, 0.177, 0.219, -0.547, 0.260, 0.172, 0.191, 1.247, 0.610, 0.226, 0.264, -0.089, 0.294, 0.192, -0.560, -0.257, -0.257, -0.089, 0.190, -0.539, -0.279, 0.239, 0.179, 0.189, -0.833, 0.363, 0.198, 0.517, -0.325, 0.216, 0.439, 0.195, 0.366],
  "gap_ev": 7.63,
  "multiplicity": 1,
  "max_force_ev_per_a": 2.47,
  "total_charge": 1,
  "lumo_ev": -3.35
}

2.
{
  "formula": "C9H23CaN4O2S4Sb2",
  "method": "ωB97M-V/def2-TZVPD",
  "symbols": ["H", "H", "H", "C", "H", "H", "H", "O", "H", "H", "N", "H", "S", "Ca", "H", "H", "C", "N", "S", "C", "H", "O", "C", "C", "H", "N", "H", "C", "S", "C", "H", "H", "H", "H", "H", "N", "H", "Sb", "C", "H", "C", "Sb", "S", "H", "H"],
  "xyz": [[-0.98085, -5.08100, 0.01863], [-2.00283, -1.44690, 1.25160], [-3.29470, -2.85638, 4.09959], [-1.52958, -4.14686, 0.13795], [1.59456, -0.86860, 1.23724], [-1.55214, 2.95784, -0.58890], [-0.94329, 3.34216, -5.02344], [-1.41080, -0.20452, 0.75296], [2.07197, 4.87611, -2.30235], [-2.40692, 2.53809, -2.07939], [-2.80418, -2.03077, 1.72021], [-3.44450, -1.44207, 2.23161], [4.31243, -0.23504, 1.18905], [2.52737, 1.45861, 0.27436], [-3.10150, -4.51867, 3.73892], [-0.03424, -2.52857, 1.65511], [-0.27151, 3.94113, -4.40945], [-3.16145, -3.57274, 3.40712], [3.47590, 2.04439, 3.97806], [1.18925, 4.62177, -1.71623], [1.23402, -3.15079, 0.63696], [0.26814, 1.21722, 0.48818], [0.86503, -1.05446, 0.43513], [0.36575, -2.48475, 0.63819], [1.05730, -0.91571, -1.63688], [-1.91091, -4.15393, 1.56460], [-0.75532, 4.88770, -4.16560], [-0.19676, 0.06385, 0.57138], [7.21903, 1.96574, 2.47280], [-1.65576, 3.19821, -1.64617], [-0.21970, -3.29432, -1.28871], [-2.44694, -4.23524, -0.44724], [2.45838, -1.35953, -0.83962], [-1.33950, -2.13808, -0.62793], [-1.97143, 4.23545, -1.76475], [1.61445, -0.79787, -0.79959], [-1.56332, -4.92143, 2.11211], [0.24036, 2.91971, -2.59468], [-2.61380, -3.23026, 2.21615], [1.52538, 4.43072, -0.69678], [-0.68649, -2.96590, -0.35595], [4.97560, 1.87043, 2.26558], [4.17791, 3.46263, 0.59074], [0.49101, 5.45966, -1.72039], [0.63460, 4.14297, -4.98018]],
  "nbo_charge": [0.207, 0.469, 0.413, -0.206, 0.266, 0.252, 0.217, -0.755, 0.234, 0.215, -0.788, 0.399, -1.171, 1.700, 0.401, 0.197, -0.999, -0.793, -0.936, -0.990, 0.222, -0.795, -0.204, -0.418, 0.364, -0.572, 0.217, 0.809, -0.851, -0.995, 0.221, 0.207, 0.399, 0.231, 0.213, -0.881, 0.405, 0.956, 0.668, 0.256, -0.439, 1.349, -1.129, 0.215, 0.223],
  "gap_ev": 4.20,
  "multiplicity": 1,
  "de_lowest_ev": 0.000,
  "max_force_ev_per_a": 0.65,
  "total_charge": -1,
  "lumo_ev": 0.88
}

3.
{
  "formula": "C9H23N3NaO7",
  "method": "ωB97M-V/def2-TZVPD",
  "symbols": ["H", "O", "O", "O", "H", "H", "H", "H", "H", "H", "O", "O", "H", "C", "C", "H", "H", "H", "N", "H", "H", "H", "N", "H", "H", "Na", "C", "O", "H", "H", "C", "C", "H", "H", "N", "C", "O", "H", "C", "C", "C", "H", "H"],
  "xyz": [[1.75130, -1.61044, 0.47311], [2.04677, -3.83122, -2.31393], [0.40672, -3.14365, -1.11434], [-2.46485, -0.36610, -1.10967], [3.81653, 1.11466, 0.79030], [-2.54010, -2.49323, -3.45142], [-1.33062, -2.31173, -2.19210], [-1.60681, 1.60373, 4.70561], [0.27647, -2.55802, 1.89831], [1.08811, -1.55415, 3.00029], [-0.60071, 0.34243, 3.41915], [1.11879, -1.90717, -2.67807], [-1.15571, -0.06212, 1.50543], [-1.15973, 2.64032, -0.20509], [-0.87458, -0.62659, 2.39450], [-1.61317, 3.61130, -0.40430], [-2.06384, 1.82516, 2.95297], [-4.08647, -1.26641, -3.54761], [1.21979, -0.97086, 1.04629], [-1.60445, -1.40344, 2.62228], [-4.22861, 0.27066, -2.69597], [4.04114, 1.14438, -1.94595], [-3.78254, -0.62578, -2.82836], [-0.70812, 2.82484, 0.76964], [3.51280, -0.40615, 0.07441], [0.03924, -0.16453, -1.27702], [3.15332, 1.71295, -1.66919], [2.28866, 1.00672, -0.75300], [3.41331, 2.66739, -1.21142], [-1.92326, 1.86726, -0.11851], [-2.79254, -0.97536, -2.11863], [-1.78341, 1.12684, 3.74151], [1.20929, 0.91782, 1.64885], [2.57357, 1.91168, -2.57058], [-2.19016, -2.01647, -2.63268], [1.19902, -2.99123, -2.06312], [-0.29856, 2.26420, -1.25349], [-2.63793, 0.50215, 4.00163], [1.96664, 0.15333, 1.47544], [0.39289, -1.50685, 2.16212], [3.01112, 0.51766, 0.36249], [0.46428, 2.84414, -1.31134], [2.45648, -0.07791, 2.42132]],
  "nbo_charge": [0.417, -0.869, -0.962, -0.756, 0.163, 0.375, 0.470, 0.184, 0.247, 0.169, -0.553, -0.987, 0.183, -0.262, -0.087, 0.150, 0.167, 0.377, -0.661, 0.179, 0.396, 0.191, -0.811, 0.161, 0.184, 0.904, -0.250, -0.554, 0.154, 0.218, 0.749, -0.255, 0.185, 0.192, -0.819, 0.905, -0.732, 0.168, -0.227, -0.250, -0.078, 0.476, 0.151],
  "gap_ev": 3.24,
  "multiplicity": 1,
  "de_lowest_ev": 1.907,
  "max_force_ev_per_a": 7.03,
  "total_charge": -1,
  "lumo_ev": 1.94
}